# C4H8LiO3Y

A molecular structure, C4H8LiO3Y at a distorted geometry (wB97M-V/def2-TZVPD, the Open Molecules 2025 dataset).

Geometry (Å):
C  -1.213  0.626  1.501
C  -1.255  0.397  -0.028
C  0.086  0.139  -0.592
C  1.086  1.145  -0.738
O  2.218  0.915  -1.199
O  -2.468  0.797  2.037
Y  -4.656  1.195  1.890
Li  3.176  -0.677  -1.489
H  -0.588  1.518  1.697
H  -0.687  -0.234  1.961
H  -1.733  1.258  -0.516
H  -1.890  -0.490  -0.202
H  0.240  -0.772  -1.181
H  0.838  2.170  -0.405
O  2.521  -2.353  -0.917
H  2.702  -3.207  -1.324
H  1.623  -2.427  -0.493

Forces on the atoms, in the same order (eV/Å):
C 2.2 0.0 -0.8
C -0.8 -0.6 0.5
C 0.1 -0.2 -1.1
C 0.8 0.3 0.1
O -1.0 -0.1 0.4
O -6.7 1.1 -0.2
Y 5.4 -1.0 0.7
Li 0.3 0.0 -0.1
H -0.4 -0.2 0.2
H -0.5 0.3 0.1
H 0.2 0.1 0.0
H 0.2 0.3 -0.1
H 0.0 0.2 0.4
H 0.2 -0.2 -0.1
O -1.5 0.3 0.5
H 0.1 -0.2 0.0
H 1.5 -0.2 -0.6

The value obtained for the HOMO energy (alpha / beta) is -19.12 / -19.89 eV. For the total energy, the calculation gives -427.6446 Ha. For the HOMO-LUMO gap (alpha / beta), the calculation gives 0.1735 / 0.2012 hartree. Its total charge is +3. Its multiplicity is 2.

# C4H8N

A gas-phase ion, C4H8N (charge +1) at a distorted geometry (wB97M-V/def2-TZVPD, the Open Molecules 2025 dataset).

Geometry (Å):
C  1.781  0.786  0.183
C  0.403  0.076  0.140
C  0.489  -1.250  -0.352
C  -2.042  0.286  0.115
N  -0.719  0.780  0.334
H  1.585  1.827  0.192
H  2.260  0.326  1.015
H  2.295  0.459  -0.740
H  -0.326  -1.933  -0.401
H  1.486  -1.719  -0.616
H  -2.491  0.474  -0.837
H  -1.983  -0.810  0.150
H  -2.739  0.699  0.816

Forces on the atoms, in the same order (eV/Å):
C -1.9 -1.8 -1.0
C 0.4 0.4 -1.4
C 0.8 0.1 0.6
C 1.3 -2.0 0.7
N 0.6 -0.3 -0.4
H 0.4 1.0 0.4
H 0.9 0.4 0.8
H -0.1 0.5 0.5
H -0.7 -0.4 -0.1
H -1.2 0.9 0.3
H 0.2 0.7 -1.1
H -0.7 0.0 0.2
H -0.1 0.4 0.6

The value obtained for the HOMO energy is -15.86 eV. The relative energy (zero: lowest compared OMol25 entry of this formula, charge and spin) is 303.7 kJ/mol. For the total energy, the calculation gives -211.5554 Ha. For the HOMO-LUMO gap, the calculation gives 0.2709 hartree. Its total charge is +1. Its multiplicity is 1.

# C4H8N2

A single C4H8N2 molecule at a distorted geometry (wB97M-V/def2-TZVPD, the Open Molecules 2025 dataset).

Geometry (Å):
C  0.220  1.308  0.118
N  -0.016  0.296  1.136
C  0.597  -0.913  0.666
C  0.029  -0.942  -0.768
N  -1.460  -0.504  -0.736
C  -0.357  0.409  -1.051
H  -0.357  2.049  0.177
H  1.231  1.754  0.258
H  0.296  0.573  2.199
H  -0.041  -1.918  0.835
H  1.659  -0.708  0.599
H  0.441  -1.690  -1.409
H  -1.674  -0.383  0.215
H  -0.568  0.671  -2.241

Forces on the atoms, in the same order (eV/Å):
C 3.0 -5.7 -0.7
N 0.5 1.2 5.6
C -2.8 -1.7 -1.8
C -0.8 0.7 0.8
N 2.0 -1.0 -1.6
C 0.3 1.9 -4.7
H -5.0 6.0 1.2
H 0.0 -0.8 -1.5
H -0.9 -0.8 -3.7
H 2.5 1.8 1.7
H 0.7 -1.5 0.3
H -0.4 -0.3 -0.6
H -0.5 0.0 1.6
H 1.3 0.2 3.4

The value obtained for the HOMO energy is -8.99 eV. As for the SMILES: C1NC[C@H]2N[C@@H]12. The relative energy (zero: lowest compared OMol25 entry of this formula, charge and spin) is 421.0 kJ/mol. For the total energy, the calculation gives -266.5616 Ha. For the HOMO-LUMO gap, the calculation gives 0.3665 hartree. Its multiplicity is 1.

# C4H8N2

A single C4H8N2 molecule (wB97M-V/def2-TZVPD, the Open Molecules 2025 dataset).

Geometry (Å):
C  -0.418  1.813  -0.330
N  0.637  1.612  0.638
C  0.673  0.813  -0.603
C  0.651  -0.643  -0.740
C  0.389  -1.404  0.517
N  -1.046  -1.486  0.122
H  -0.371  2.769  -0.851
H  -1.421  1.459  -0.108
H  0.282  1.046  1.407
H  1.425  1.156  -1.312
H  -0.948  -1.433  -0.912
H  0.523  -0.891  1.479
H  0.914  -2.368  0.548
H  -1.368  -2.441  0.249

Forces on the atoms, in the same order (eV/Å):
C -0.1 0.0 -0.1
N -0.1 0.0 0.3
C 0.4 -0.1 -0.2
C 0.6 0.3 0.3
C 0.3 0.1 0.0
N -0.1 -0.2 0.1
H 0.0 -0.3 0.0
H 0.2 -0.1 0.0
H 0.1 0.1 -0.2
H -0.1 0.3 0.0
H -0.7 0.0 -0.1
H -0.1 -0.1 -0.2
H -0.2 0.2 -0.1
H 0.0 -0.1 0.1

The value obtained for the HOMO energy is -8.53 eV. The relative energy (zero: lowest compared OMol25 entry of this formula, charge and spin) is 513.2 kJ/mol. For the total energy, the calculation gives -266.5265 Ha. For the HOMO-LUMO gap, the calculation gives 0.3125 hartree. Its multiplicity is 1.

# C4H8N2

2 unconnected molecules or ions with the total composition C4H8N2 at a distorted geometry (wB97M-V/def2-TZVPD, the Open Molecules 2025 dataset).

Geometry (Å):
C  -0.221  0.613  -1.421
N  0.261  0.373  -0.028
C  -0.474  -0.742  0.577
C  1.890  0.083  1.141
C  -1.923  -0.534  0.712
N  -3.056  -0.359  0.862
H  -0.013  -0.252  -2.057
H  0.249  1.497  -1.857
H  -1.312  0.774  -1.424
H  0.064  1.216  0.505
H  -0.278  -1.636  -0.022
H  -0.026  -0.873  1.566
H  2.208  -0.921  0.772
H  2.629  0.761  0.672

Forces on the atoms, in the same order (eV/Å):
C 0.2 0.0 -0.1
N 0.0 0.0 0.4
C 0.0 -0.2 0.1
C 0.0 0.1 -0.7
C -0.9 0.2 0.1
N 1.0 -0.1 -0.2
H 0.1 0.1 0.2
H 0.1 -0.2 0.2
H 0.3 0.0 0.1
H 0.0 -0.1 0.1
H -0.1 0.1 0.1
H -0.2 -0.1 0.0
H -0.3 0.3 -0.2
H -0.2 0.0 -0.2

The value obtained for the HOMO energy is -8.43 eV. The relative energy (zero: lowest compared OMol25 entry of this formula, charge and spin) is 441.9 kJ/mol. For the total energy, the calculation gives -266.5537 Ha. For the HOMO-LUMO gap, the calculation gives 0.3336 hartree. Its multiplicity is 1.

# C4H8N2

A single C4H8N2 molecule at a distorted geometry (wB97M-V/def2-TZVPD, the Open Molecules 2025 dataset).

Geometry (Å):
C  -0.479  1.357  0.172
N  -0.405  0.007  -0.390
C  -1.045  -0.925  0.557
C  0.841  -0.348  -1.063
C  1.937  -0.431  -0.074
N  2.601  -0.441  0.873
H  -1.539  1.641  0.254
H  0.005  2.072  -0.495
H  -0.043  1.485  1.184
H  -0.654  -0.901  1.595
H  -1.016  -1.960  0.209
H  -2.112  -0.652  0.641
H  1.136  0.391  -1.842
H  0.802  -1.301  -1.625

Forces on the atoms, in the same order (eV/Å):
C 0.0 0.2 -0.2
N -0.5 0.1 0.2
C 0.0 -0.1 -0.2
C 0.1 0.0 0.0
C 0.5 0.0 1.1
N -0.3 0.0 -0.9
H 0.3 -0.1 -0.1
H 0.0 0.0 0.0
H 0.1 -0.3 -0.4
H 0.2 0.1 -0.5
H 0.2 0.1 -0.1
H 0.4 0.0 -0.2
H -0.5 -0.2 0.7
H -0.4 0.3 0.5

The value obtained for the HOMO energy is -9.10 eV. As for the SMILES: CN(C)CC#N. The relative energy (zero: lowest compared OMol25 entry of this formula, charge and spin) is 97.3 kJ/mol. For the total energy, the calculation gives -266.6849 Ha. For the HOMO-LUMO gap, the calculation gives 0.3657 hartree. Its multiplicity is 1.

# C4H8N2

A single C4H8N2 molecule at a distorted geometry (wB97M-V/def2-TZVPD, the Open Molecules 2025 dataset).

Geometry (Å):
C  1.390  0.555  -1.022
C  0.177  0.841  -0.143
C  -0.300  -0.366  0.677
N  -1.528  -0.036  1.384
C  -0.438  -1.563  -0.195
N  -0.576  -2.488  -0.877
H  1.212  -0.309  -1.672
H  2.283  0.347  -0.423
H  1.610  1.413  -1.664
H  0.387  1.643  0.573
H  -0.662  1.183  -0.763
H  0.464  -0.609  1.426
H  -2.277  0.120  0.714
H  -1.820  -0.806  1.977

Forces on the atoms, in the same order (eV/Å):
C 0.1 0.0 0.0
C 0.0 0.0 0.0
C 0.2 0.0 0.0
N -0.1 -0.1 0.0
C -0.1 -0.8 -0.6
N 0.1 0.9 0.7
H 0.0 0.2 0.1
H -0.1 0.0 -0.1
H 0.0 -0.1 0.1
H -0.1 -0.1 -0.1
H 0.1 -0.1 0.1
H -0.1 0.0 -0.1
H 0.1 0.0 0.1
H 0.0 0.1 0.0

The value obtained for the HOMO energy is -10.37 eV. As for the SMILES: CC[C@@H](N)C#N. The relative energy (zero: lowest compared OMol25 entry of this formula, charge and spin) is 19.6 kJ/mol. For the total energy, the calculation gives -266.7146 Ha. For the HOMO-LUMO gap, the calculation gives 0.4153 hartree. Its multiplicity is 1.

# C4H8N2

A single C4H8N2 molecule at a distorted geometry (wB97M-V/def2-TZVPD, the Open Molecules 2025 dataset).

Geometry (Å):
C  1.186  -0.845  0.367
N  1.081  -0.098  1.360
N  0.191  0.965  1.390
C  -0.931  0.525  0.566
C  -0.661  0.448  -0.857
C  0.405  -0.617  -1.083
H  1.972  -1.877  0.076
H  0.013  0.701  2.338
H  -1.343  -0.345  1.046
H  -1.713  1.403  0.419
H  -1.485  0.493  -1.601
H  0.045  1.395  -0.792
H  1.339  -0.590  -1.853
H  -0.099  -1.558  -1.375

Forces on the atoms, in the same order (eV/Å):
C 0.5 -2.7 -5.1
N 3.4 -1.8 -0.2
N -0.2 -1.2 -0.6
C -4.3 3.1 1.0
C 4.9 1.8 -1.8
C 2.2 -2.0 0.6
H -2.0 3.3 2.1
H -1.5 1.7 1.1
H -0.7 -0.6 0.0
H 1.0 -1.6 1.8
H 0.6 0.1 0.8
H -1.7 -0.9 -1.5
H -2.4 0.8 1.5
H 0.4 0.0 0.4

The value obtained for the HOMO energy is -9.29 eV. As for the SMILES: C1=NNCCC1. The relative energy (zero: lowest compared OMol25 entry of this formula, charge and spin) is 408.2 kJ/mol. For the total energy, the calculation gives -266.5665 Ha. For the HOMO-LUMO gap, the calculation gives 0.3770 hartree. Its multiplicity is 1.

Question: Look up the multiplicity of the second one.
Answer: 1